No. 1
The following is a DFT calculation (ωB97M-V with the def2-TZVPD basis set) of C19H32GaGeN5O2S3 as an isolated structure.

Cartesian coordinates (Å):
C (1.9555, -0.4284, -2.2445)
C (-4.7177, 2.0486, 2.1656)
H (4.0975, -1.4194, 2.3830)
O (-2.1941, -1.2958, -0.4180)
H (-0.7063, -2.0507, 1.4210)
H (0.7643, 0.4228, 1.8231)
H (1.9428, -2.9925, -1.5055)
H (2.7879, 0.4757, 3.1818)
C (1.1895, -1.5253, 2.3024)
C (3.9809, -0.5620, 1.7205)
H (-1.2457, -1.4502, -4.6209)
C (-4.5469, 1.3654, 3.3703)
H (4.8903, 0.0295, 1.8239)
C (0.3250, -2.3873, 1.3992)
H (-3.5355, -0.2700, 4.3395)
N (-5.2715, 1.7192, 4.4889)
H (1.6520, -4.1623, -0.1831)
C (1.8825, -3.1184, -0.4266)
H (2.6277, 0.3284, -5.3810)
N (0.7685, -2.2538, 0.0125)
H (0.6255, 2.3805, -3.8354)
H (3.9635, -3.4439, -0.3818)
C (-0.1222, 1.5852, -3.8809)
C (-0.2988, 1.8727, 0.0089)
C (1.3093, 3.3948, 0.1098)
S (-2.2206, 0.1426, -0.3352)
H (-1.3196, -1.4104, -2.8578)
H (2.3422, 3.6956, 0.2035)
N (0.9872, 2.0569, 0.1825)
H (2.7697, 0.3088, -2.3140)
N (1.5049, -0.2472, 1.6528)
N (-0.6929, 0.5587, -0.0180)
Ge (0.7657, -0.1593, -3.7097)
H (0.2757, 5.3012, -0.1739)
H (1.2018, -0.2621, -6.2531)
O (-2.7549, 0.9235, -1.4159)
H (-4.1577, 2.1928, 0.0992)
C (-3.6587, 0.2821, 3.4150)
H (-5.7106, 2.6219, 4.5041)
H (-5.4136, 2.8778, 2.1159)
S (-1.1930, 3.3278, -0.2448)
C (2.7845, 0.3162, 2.0974)
Ga (1.2297, -0.2222, -0.5320)
H (2.8813, 1.2903, 1.6191)
H (-4.9645, 1.3776, 5.3816)
H (-0.1948, -2.5151, -3.6745)
H (3.3340, -3.0925, 1.2081)
H (-2.3007, -0.9495, 2.3271)
C (0.2687, 4.2275, -0.0880)
H (-0.8456, 1.7445, -3.0769)
C (1.8114, -0.3972, -5.3553)
H (0.3491, -3.4257, 1.7449)
C (-4.0143, 1.6712, 1.0360)
S (3.9052, -1.1066, -0.0025)
H (2.1252, -2.0317, 2.5176)
C (-3.1296, 0.6021, 1.0917)
C (-0.6462, -1.5196, -3.7107)
C (-2.9630, -0.0954, 2.2869)
C (3.2598, -2.8108, 0.1578)
H (2.2467, -1.3980, -5.3721)
H (-0.0259, -2.4143, -0.6061)
H (0.6871, -1.3788, 3.2634)
H (-0.6475, 1.6547, -4.8370)

Force components x, y, z for each atom (eV/Å):
C 0.0158 0.3385 -0.1243
C -0.0010 0.0191 -0.0340
H 0.0049 -0.0140 0.0290
O 0.0163 -0.1112 0.0247
H -0.1189 0.0294 0.0093
H 0.0050 0.0742 0.1166
H -0.0188 0.0323 -0.0430
H -0.0360 0.0082 0.0187
C -0.0056 0.0136 0.1251
C -0.0354 -0.0288 0.0424
H -0.0194 -0.0232 0.0271
C 0.0227 0.0422 0.0794
H -0.0107 0.0269 0.0201
C -0.0049 -0.0495 -0.2292
H -0.0045 0.0060 -0.0062
N -0.0623 -0.0776 -0.0401
H 0.0032 -0.0341 -0.0444
C -0.0859 0.0506 0.0006
H -0.0096 -0.0256 -0.0131
N -0.0947 -0.1731 -0.1463
H -0.0138 0.0163 -0.0188
H 0.0020 -0.0313 0.0116
C -0.0856 0.1737 0.0060
C -0.1940 -0.2795 -0.0935
C 0.0582 -0.1133 0.0347
S 0.0264 0.0120 -0.1176
H -0.0002 -0.0111 -0.0306
H -0.0065 0.0043 0.0107
N 0.2018 0.5832 -0.0177
H 0.0731 -0.1871 -0.0588
N 0.1988 -0.0023 0.1374
N 0.0987 0.2742 -0.0020
Ge 0.1016 -0.0534 -0.1050
H 0.0023 -0.0217 0.0013
H 0.0342 -0.0122 0.0352
O -0.0137 -0.0785 -0.0536
H 0.0180 -0.0141 0.0130
C -0.0105 -0.0147 0.0018
H 0.0237 0.0234 -0.0071
H 0.0077 -0.0080 -0.0030
S -0.1759 -0.1017 -0.0369
C 0.1622 0.0990 0.1367
Ga -0.0099 -0.3273 0.1938
H -0.0105 -0.0322 -0.0198
H 0.0320 0.0149 0.0071
H -0.0281 0.0062 -0.0101
H 0.0123 -0.0103 -0.0041
H 0.0222 -0.0099 -0.0153
C 0.0528 0.0787 -0.0015
H 0.0118 -0.0244 -0.0551
C -0.0086 0.0079 -0.1536
H 0.0016 -0.0184 -0.0268
C -0.0054 -0.0449 0.0341
S 0.0613 -0.0518 0.0756
H 0.0040 -0.0261 0.0150
C -0.0885 -0.0053 0.2607
C -0.0896 -0.1266 0.0048
C -0.0508 0.1001 -0.0796
C 0.0089 0.0220 0.0695
H 0.0065 0.0201 -0.0177
H 0.0053 -0.0572 0.0525
H 0.0267 0.0722 -0.0210
H -0.0230 0.0515 0.0354

Gap between HOMO and LUMO = 5.986 eV
Charge = 0
LUMO = 0.179 eV

Löwdin atomic charge list, values in e, 6 entries:
1. C -0.423
2. C -0.022
3. H 0.069
4. O -0.303
5. H 0.086
6. H 0.103

No. 2
The following is a DFT calculation (ωB97M-V with the def2-TZVPD basis set) of a 2-piece molecular cluster, C19H32N5O4 overall at a distorted geometry.

Cartesian coordinates (Å):
H (2.6854, -4.9094, 2.7668)
H (2.7478, -0.6129, 0.4864)
C (2.2928, 1.9745, 2.3731)
H (-0.9734, 2.6542, -0.5087)
H (-5.9173, 4.5489, -2.8451)
H (4.7274, -2.5779, -2.9475)
H (2.1441, -5.8755, 1.3722)
O (1.5657, -2.9521, 0.6609)
C (4.2071, -2.7882, -0.4421)
H (2.3330, 2.7422, 4.2279)
C (2.0344, -4.9271, 1.8946)
C (-8.0923, 2.2350, -1.6364)
H (-1.5008, 4.2500, -1.0825)
N (1.8236, 2.6795, 3.3640)
H (4.2832, -4.5112, 0.8093)
H (-6.1242, -0.7021, 0.4011)
H (-6.6113, 0.4664, 1.6614)
H (-7.5696, -0.9969, 1.3803)
C (-3.0833, 2.9660, -0.3888)
N (1.5957, 1.9421, 1.2724)
H (-5.2352, 1.3787, -0.0214)
H (0.9983, -4.8068, 2.2091)
C (4.7054, -1.5238, 0.2844)
C (-7.2442, 1.5255, -0.7708)
C (-5.3999, 3.0176, -1.4041)
C (-5.8991, 1.9271, -0.6718)
N (3.4386, 1.3297, 2.5059)
H (6.5459, -4.7620, -3.3115)
H (-8.2860, 3.8491, -3.0351)
H (-3.3581, 2.1902, 0.3164)
H (5.1200, -0.8558, -0.4728)
H (3.4250, -2.5131, -1.1513)
H (1.9209, 1.3656, 0.5167)
C (3.6472, -0.7466, 1.0874)
C (-6.2714, 3.7033, -2.2628)
N (5.4490, -3.1439, -2.5327)
C (5.3716, -3.4068, -1.2242)
H (-1.4735, 3.9030, 0.6588)
C (-7.6098, 3.3143, -2.3755)
C (4.2138, 0.6309, 1.4603)
H (-3.6816, 4.2549, -1.9667)
C (2.4015, -3.7985, 0.9603)
H (3.4026, -1.3001, 1.9952)
C (6.4921, -3.6751, -3.4126)
O (-9.4050, 1.8698, -1.7549)
H (5.5177, -1.8010, 0.9597)
H (-9.5598, 1.1048, -1.1734)
H (5.2308, 0.4940, 1.8349)
H (0.7213, 2.4266, 1.2002)
C (-1.6727, 3.4753, -0.3280)
H (7.4628, -3.2563, -3.1380)
H (0.9547, 3.1721, 3.2677)
N (3.6608, -3.7702, 0.5124)
H (3.8746, 1.3779, 3.4118)
H (6.2755, -3.4274, -4.4533)
C (-4.0027, 3.4642, -1.2943)
H (4.2761, 1.2493, 0.5622)
O (-7.7936, 0.4707, -0.0684)
O (6.1947, -4.0935, -0.6290)
C (-6.9765, -0.2195, 0.8899)

Force components x, y, z for each atom (eV/Å):
H 0.0473 -0.1705 0.0655
H -0.1763 -0.2946 0.1039
C 0.7930 -0.5578 -0.1299
H 0.1550 -0.0086 -0.0194
H 0.0125 -0.1072 0.0929
H 0.0093 -0.0940 0.0076
H 0.0559 -0.1478 0.1170
O 0.2748 0.1676 -0.2216
C -0.5205 0.1221 0.4378
H -0.1655 0.1749 0.0733
C 0.1218 0.0409 -0.1281
C -0.4254 -0.0946 -0.0250
H 0.0300 -0.1413 0.1613
N -0.3798 0.8380 1.6131
H 0.1436 0.1725 -0.2044
H -0.0603 0.0887 -0.0244
H -0.0372 0.0295 -0.1248
H -0.1650 0.3027 -0.3472
C -1.4754 1.2730 -1.9483
N -0.0614 -0.4234 -1.4385
H -0.0143 -0.0359 0.0266
H 0.1619 0.0384 -0.0864
C -0.1866 0.1319 -0.0782
C 1.3701 0.2264 0.2925
C -0.4065 0.1487 -0.3051
C -0.8316 -0.1269 -0.1447
N 0.7929 -0.2640 -0.0230
H 0.0001 0.1493 0.0125
H 0.0243 -0.1418 0.1169
H -0.0520 0.0225 -0.0384
H 0.1570 0.0592 -0.1054
H -0.2494 0.0040 0.1750
H -0.2950 0.0140 -0.1995
C 0.3665 0.0512 -0.1743
C -0.2562 -0.4244 0.2785
N -0.3428 0.3794 -0.7718
C 0.5637 -0.7674 1.0112
H 0.1396 0.0571 0.0498
C 0.3195 -0.2159 0.2719
C -0.2940 -0.5251 -0.1031
H -0.0485 -0.0404 0.0093
C -1.4642 0.4636 0.2358
H -0.2200 0.0484 -0.0863
C 0.1250 -0.1016 0.3857
O 0.3421 -0.1355 0.2035
H 0.0810 -0.0729 -0.0827
H 0.0706 0.2789 -0.1999
H -0.1465 0.2741 0.1121
H -0.1707 0.0324 -0.2571
C -0.2732 -0.0214 -0.0688
H -0.0649 -0.0758 -0.0563
H -0.0527 0.0588 0.2250
N 1.4240 -0.1202 -0.6356
H -0.0073 0.0198 0.0017
H -0.1150 0.0586 0.2501
C 1.5134 -1.3274 2.0371
H 0.0494 0.1819 0.1113
O 0.0624 0.1221 -0.0295
O -0.3093 0.1704 -0.1980
C 0.0611 0.2354 -0.2231

Gap between HOMO and LUMO = 6.531 eV
Charge = +1
LUMO = -2.816 eV

Löwdin atomic charge list, values in e, 6 entries:
1. H 0.085
2. H 0.099
3. C -0.473
4. H 0.052
5. H 0.111
6. H 0.135

No. 3
The following is a DFT calculation (ωB97M-V with the def2-TZVPD basis set) of one molecule with the formula C19H32N6O3 at a distorted geometry.

Cartesian coordinates (Å):
H (-0.4493, 1.4759, -0.0013)
C (2.1145, 1.3931, -2.7203)
C (1.6504, -4.4398, -1.9592)
H (-0.5016, 1.4588, 6.7574)
C (-0.3083, -0.5578, 2.4563)
H (2.1421, 0.5028, -2.0917)
C (-0.0931, -3.5766, -3.4473)
N (-0.9527, 0.8872, 4.2969)
C (1.4857, 0.0320, 0.9646)
H (-0.9775, 2.8440, -2.0077)
H (-1.7754, 0.8302, -1.0025)
N (-0.9618, -2.5391, -3.7567)
H (-1.1714, -2.9296, -5.8007)
H (-0.8668, 2.5625, 3.0056)
H (1.7799, 1.8629, -4.8027)
H (-2.4055, -3.6657, -4.7677)
N (0.4318, 0.5270, 1.8355)
H (1.4331, -4.7641, -0.9418)
H (2.6680, -4.0514, -1.9953)
O (-1.0140, 3.3395, 6.3009)
C (-1.4044, 1.9965, 6.4631)
H (1.1658, 3.3030, -2.8065)
H (0.1700, 2.6294, 4.4575)
C (-1.4687, 0.0106, 3.2637)
H (-2.5687, 0.4770, 5.5058)
H (-2.4306, -1.9004, -5.0553)
C (-0.2338, -1.2279, -1.9696)
N (-0.0228, -0.2456, -1.0257)
H (1.6311, 0.8729, 3.5480)
C (-1.7978, -2.7748, -4.9227)
H (-2.6767, 2.0644, 4.7096)
C (-0.2153, 1.9730, 3.6776)
H (1.4251, 2.7143, -1.1675)
H (-0.6308, 1.4847, -3.0610)
C (1.1134, 2.4146, -2.1720)
H (0.8882, 0.4480, -4.2430)
H (-1.7803, 3.8556, 6.0256)
O (-1.9262, -0.4871, -3.4612)
H (-2.1427, 1.9182, 7.2738)
H (-2.0161, -0.8090, 3.7350)
C (-1.9864, 1.3500, 5.2004)
H (2.0523, 0.8949, 0.5973)
C (0.6394, -2.2520, -1.6322)
H (1.4922, 2.2268, 2.3952)
C (-0.6992, 1.0253, -0.9638)
H (2.6195, 0.3347, -4.5295)
H (3.1089, 1.8459, -2.6764)
C (0.9313, -0.7186, -0.1959)
C (-0.3467, 1.9602, -2.1236)
H (-2.1547, 0.5452, 2.5813)
N (1.3508, -1.9281, -0.5330)
H (0.3403, -1.1482, 3.1249)
N (0.7194, -3.4043, -2.3485)
H (2.1858, -0.6418, 1.4851)
H (-0.6909, -1.2172, 1.6739)
C (-1.1210, -1.3211, -3.0869)
H (1.5359, -5.2681, -2.6554)
C (1.8294, 0.9855, -4.1614)
O (-0.0593, -4.5856, -4.1186)
C (0.9460, 1.4075, 2.8696)

Force components x, y, z for each atom (eV/Å):
H -0.1148 -0.0916 -0.1600
C -0.0364 0.1375 -0.0817
C 0.1700 -0.2499 0.0283
H -0.1067 -0.0572 0.0075
C -0.3276 -0.0137 0.0003
H 0.0858 -0.0347 0.0246
C 0.1669 -0.0660 0.1497
N -0.1126 -0.0012 -0.0672
C -0.0319 0.1825 0.1616
H -0.0817 -0.0253 -0.0247
H 0.1028 0.0179 0.1292
N -0.1552 0.0019 -0.1868
H -0.0581 -0.0168 0.0274
H 0.0274 0.0241 0.0568
H -0.0244 0.0781 -0.1306
H 0.0320 0.0351 -0.0453
N 0.1944 -0.1091 0.1410
H 0.0445 -0.0270 -0.0172
H 0.0036 -0.0510 0.0194
O 0.0564 0.5640 -0.1057
C -0.4291 -0.3874 0.0029
H 0.0479 0.0686 0.0497
H -0.0442 0.0160 -0.1218
C 0.1355 -0.2241 -0.0659
H -0.0494 0.0475 -0.0211
H 0.0747 -0.1197 0.0005
C 0.4674 -0.6984 0.0409
N 0.2589 -0.4581 0.2474
H 0.0252 0.0337 -0.0109
C -0.1966 -0.0175 -0.2499
H -0.0263 -0.0587 0.0406
C 0.4437 -0.0016 0.0400
H 0.0251 0.1311 0.0462
H -0.1046 0.0600 -0.0220
C -0.0384 -0.1888 -0.0029
H -0.1128 -0.0523 -0.0836
H 0.0695 -0.0430 0.0577
O -0.0785 0.1307 0.0545
H 0.0988 -0.0574 -0.0524
H -0.0188 0.0268 -0.0336
C 0.3067 0.0466 0.2888
H 0.0371 -0.0383 0.0444
C -0.6532 1.2028 -0.0349
H 0.0250 -0.0174 0.0235
C -0.3936 0.8149 -0.3128
H 0.0348 -0.0598 -0.1051
H 0.0220 -0.0614 0.0571
C -0.1639 0.0290 -0.1840
C 0.1809 -0.0596 0.1343
H 0.0009 -0.0486 0.0292
N 0.3030 -0.4597 0.0115
H -0.0199 -0.0278 -0.0351
N -0.0054 -0.0738 -0.0297
H -0.0336 0.0737 -0.0994
H -0.0095 -0.0398 0.0480
C 0.0876 0.1258 0.2160
H 0.0323 0.0932 0.1021
C 0.0987 -0.0354 0.2296
O -0.0535 -0.2098 -0.2151
C -0.1789 0.2405 -0.0108

SMILES string = CCCCCn1c(CN2CCN(CCO)CC2)nc2c1c(=O)n(C)c(=O)n2C
Gap between HOMO and LUMO = 8.956 eV
Charge = 0
LUMO = 0.678 eV

Löwdin atomic charge list, values in e, 6 entries:
1. H 0.114
2. C -0.253
3. C -0.005
4. H 0.125
5. C -0.163
6. H 0.085

no.,calculated total energy (Ha)
1,-6363.68137
2,-1317.75325
3,-1297.51377